Entry 1:
DFT (wB97M-V/def2-TZVPD) results for C60H48AsF3N10PSSbSr as an isolated structure at a distorted geometry.

Geometry as XYZ:
```
126
Properties=species:S:1:pos:R:3:forces:R:3
Sr 0.701656 -0.438971 0.527212 -1.2 0.9 1.0
C 2.994988 -5.831874 0.794046 -0.2 0.2 0.0
N 1.985309 -4.767118 0.886317 0.2 -0.2 0.0
C 0.706424 -4.930105 1.354374 0.1 -0.1 0.0
C 0.115724 -3.703132 1.286992 0.1 0.2 -0.1
N 1.016782 -2.795645 0.781836 0.0 -1.3 0.2
C 2.140955 -3.459712 0.550616 -0.2 -0.1 0.0
P 3.702038 -2.764502 -0.094018 -0.1 0.1 0.1
C 3.096773 -1.749138 -1.485703 0.1 0.2 -0.1
N 2.249282 -0.726753 -1.408525 0.5 -0.1 -1.0
C 2.292412 -0.102094 -2.633615 0.0 -0.1 0.2
C 3.164780 -0.758364 -3.453465 0.1 -0.1 0.0
N 3.672895 -1.793691 -2.717512 0.1 -0.3 -0.1
C 4.643617 -2.784682 -3.205871 -0.2 0.2 0.1
C 3.944500 -1.379038 1.081504 0.2 0.2 0.1
N 3.100144 -0.385499 1.343934 0.7 0.0 0.4
C 3.767547 0.479473 2.180991 -0.2 -0.1 -0.2
C 5.022858 0.000994 2.422745 0.1 -0.1 -0.1
N 5.127514 -1.173443 1.723649 0.2 -0.1 0.0
C 6.318026 -2.036690 1.693819 -0.2 0.2 0.0
H 2.538549 -6.764820 1.104133 -0.1 0.0 0.0
H 3.349750 -5.936598 -0.226972 0.0 0.0 -0.1
H 3.837499 -5.621975 1.446620 0.0 0.1 0.1
H 0.335416 -5.887684 1.689522 0.1 0.1 -0.1
H -0.884422 -3.406672 1.569687 0.1 -0.1 0.0
H 1.706883 0.778602 -2.851204 0.0 -0.1 0.0
H 3.461494 -0.578840 -4.477529 0.0 0.0 0.2
H 4.860530 -2.570974 -4.246201 0.0 0.1 -0.1
H 5.567664 -2.732195 -2.637572 0.0 0.0 0.1
H 4.233067 -3.787602 -3.135395 -0.1 0.0 0.0
H 3.306984 1.386413 2.556320 0.1 -0.1 -0.1
H 5.837361 0.389101 3.017739 -0.1 -0.1 -0.1
H 7.065094 -1.616527 2.357696 0.0 0.1 0.0
H 6.074155 -3.038041 2.034497 -0.1 0.0 0.0
H 6.731965 -2.089274 0.691239 0.0 0.0 -0.1
S -4.265186 1.349114 6.823150 -0.4 0.3 0.5
N -4.658586 0.840436 5.348362 0.1 0.0 0.2
C -3.528936 0.440349 4.797787 0.3 -0.2 -0.4
C -3.395083 -0.134359 3.467527 -0.1 0.1 0.2
C -4.497168 -0.481478 2.686522 -0.2 0.1 0.1
C -4.286517 -1.077581 1.468100 -0.1 0.0 -0.1
C -2.973231 -1.256825 1.046389 0.1 0.1 0.1
N -1.908023 -0.911346 1.761211 0.0 -0.1 -0.2
C -2.111889 -0.396058 2.988995 0.3 0.0 -0.1
C -0.926031 -0.222965 3.861796 0.0 -0.1 -0.4
N 0.276396 -0.547908 3.349462 0.2 0.0 -0.1
C 1.320530 -0.571224 4.170540 -0.1 0.0 -0.1
C 1.247270 -0.242352 5.522147 0.1 0.0 0.0
C 0.037964 0.165822 6.028802 0.0 0.1 0.2
C -1.074372 0.181469 5.187850 -0.2 0.1 0.1
C -2.398033 0.583076 5.641618 0.3 -0.2 -0.4
N -2.677429 1.089914 6.826774 -0.2 0.0 -0.1
H -5.495183 -0.293276 3.067236 0.1 0.0 0.0
H -5.106331 -1.391607 0.833707 0.1 0.0 0.0
H -2.784938 -1.701816 0.079352 0.0 0.0 0.0
H 2.270559 -0.861837 3.736076 -0.1 0.0 0.0
H 2.133140 -0.292216 6.142707 -0.1 0.0 0.0
H -0.080080 0.461862 7.065232 0.0 0.0 -0.1
F -7.393474 -0.362396 -2.472413 -0.1 0.0 0.0
C -6.068106 -0.528267 -2.443591 0.0 0.0 0.0
C -5.560346 -1.767249 -2.099620 0.1 -0.1 0.0
C -4.180288 -1.929781 -2.063283 0.0 0.1 -0.1
C -3.322393 -0.870955 -2.374736 -0.1 0.0 0.0
C -3.876500 0.360530 -2.725962 0.0 -0.1 0.0
C -5.255241 0.540223 -2.763411 0.1 0.1 0.0
Sb -1.196083 -1.113818 -2.233853 -0.4 0.0 -0.5
C -1.117087 -3.085225 -3.016324 0.1 -0.1 0.1
C -0.231570 -4.005674 -2.447002 -0.1 0.0 -0.2
C -0.185515 -5.321286 -2.893963 0.1 0.1 0.1
C -1.035512 -5.696728 -3.914244 0.0 0.0 0.0
F -1.002676 -6.959836 -4.343296 0.0 -0.1 0.0
C -1.921886 -4.815750 -4.505790 -0.1 0.1 -0.1
C -1.961706 -3.506728 -4.047915 0.1 0.0 0.1
C -0.733311 0.048610 -3.955414 0.0 0.1 0.0
C -0.660234 1.436602 -3.805638 0.0 -0.1 -0.1
C -0.390890 2.261541 -4.889453 0.0 0.0 0.1
C -0.187476 1.673025 -6.122280 0.0 0.0 0.0
F 0.077286 2.456895 -7.171016 0.0 0.1 -0.1
C -0.240790 0.305438 -6.308651 0.0 -0.2 0.0
C -0.515744 -0.508218 -5.214156 0.0 0.1 0.0
H -6.240339 -2.583527 -1.878087 0.1 0.1 0.0
H -3.779616 -2.906296 -1.804821 0.0 0.0 0.0
H -3.239743 1.197007 -2.992659 0.0 0.0 0.0
H -5.699640 1.487764 -3.045898 0.0 -0.1 0.0
H 0.432304 -3.697687 -1.644570 -0.1 0.0 0.0
H 0.486668 -6.054623 -2.464027 0.0 0.0 0.0
H -2.566879 -5.159698 -5.306037 0.0 0.0 0.1
H -2.666372 -2.814867 -4.496742 0.0 0.0 0.0
H -0.804984 1.897334 -2.832890 0.0 0.0 0.1
H -0.337924 3.339514 -4.791832 0.0 -0.1 0.0
H -0.074269 -0.107075 -7.296979 0.0 0.0 0.1
H -0.548943 -1.582054 -5.355983 0.0 0.0 0.0
C 1.059991 6.393367 -2.315236 0.0 0.0 0.0
C 2.014901 5.389670 -2.208759 0.0 0.0 0.0
C 1.761577 4.278118 -1.418219 -0.1 0.0 -0.1
C 0.563523 4.173384 -0.713383 0.1 -0.1 0.0
C -0.403429 5.161539 -0.845593 0.1 0.1 -0.1
C -0.151205 6.270209 -1.646259 0.0 0.0 0.0
As 0.345711 2.641341 0.460533 -0.3 0.8 0.2
C 1.289370 3.267129 2.061822 0.0 -0.1 0.1
C 0.875180 2.883195 3.338846 0.1 0.1 -0.1
C 1.611536 3.252202 4.459770 0.0 0.0 0.0
C 2.781367 3.986463 4.316197 0.0 0.0 0.0
C 3.204526 4.362627 3.047523 0.0 0.0 0.0
C 2.463634 4.005038 1.927982 0.0 0.0 0.1
C -1.521859 2.833734 0.975939 0.0 0.1 0.1
C -1.972687 3.760528 1.918730 -0.1 -0.1 -0.1
C -3.331098 3.882493 2.182493 0.0 0.0 0.0
C -4.252915 3.097087 1.494697 0.0 0.0 0.0
C -3.814586 2.190321 0.539094 0.0 0.0 0.0
C -2.453144 2.055706 0.291235 0.0 0.1 0.1
H 1.257805 7.266692 -2.927251 0.0 -0.1 0.0
H 2.953002 5.472008 -2.745448 -0.1 0.0 0.0
H 2.495842 3.483795 -1.364429 0.1 0.0 0.0
H -1.352506 5.079562 -0.337799 -0.1 0.0 0.1
H -0.907965 7.040011 -1.745892 0.1 0.0 0.0
H -0.037443 2.317632 3.467030 -0.1 0.0 0.0
H 1.263239 2.978281 5.448840 0.0 0.0 -0.1
H 3.354152 4.274657 5.191144 -0.1 0.0 -0.1
H 4.106990 4.950521 2.926934 0.0 0.0 0.0
H 2.797334 4.328442 0.953045 0.0 0.0 -0.1
H -1.269575 4.401310 2.430886 0.1 0.0 0.1
H -3.674397 4.606304 2.914040 0.0 -0.1 -0.1
H -5.314135 3.202988 1.699607 0.1 0.0 0.0
H -4.524996 1.587727 -0.016976 0.0 0.0 0.0
H -2.123517 1.347053 -0.461855 0.0 -0.1 0.0
```
Positions in Å, forces in eV/Å.

- Energy relative to the best compared isomer or geometry (same formula, charge and spin): 0.0 kJ/mol
- Energy: -174381.0538 eV
- HOMO: -12.82 eV
- Frontier orbital gap: 8.3 eV
- Net charge: +2

Entry 2:
DFT (wB97M-V/def2-TZVPD) results for a 10-piece molecular cluster, C60H50F10 overall at a distorted geometry.

Geometry as XYZ:
```
120
Properties=species:S:1:pos:R:3:forces:R:3
F -23.002398 15.892876 27.010733 -0.6 -0.2 0.1
C -22.104695 16.704193 26.460040 0.6 0.9 -0.9
C -22.449307 17.504049 25.347769 -1.5 -1.7 1.2
C -21.550918 18.308940 24.755148 2.8 1.5 0.3
C -20.235742 18.446036 25.329587 -1.4 -0.9 0.3
C -19.949562 17.677126 26.452759 0.1 0.6 0.1
C -20.859972 16.786534 27.018443 -0.3 0.2 0.0
H -23.483467 17.465047 25.038916 -0.1 -0.1 -0.3
H -21.819128 18.961082 23.937125 -0.1 -0.1 -0.1
H -19.503488 19.165314 24.993662 -0.1 0.0 -0.3
H -19.049856 17.851328 27.024235 0.3 0.0 -0.3
H -20.672005 16.274726 27.950714 0.2 -0.2 -0.1
F -30.044231 11.670614 12.845302 0.2 0.5 0.5
C -29.901786 12.887972 13.417491 0.4 2.5 0.3
C -28.948544 13.161716 14.436361 -1.8 -2.3 -1.4
C -28.867800 14.407495 15.001146 -0.8 0.6 -0.1
C -29.677492 15.461198 14.519339 0.5 -0.6 -0.2
C -30.531664 15.245766 13.425105 0.8 -0.2 0.7
C -30.646610 13.969677 12.903746 0.5 -1.6 -0.2
H -28.483372 12.258661 14.803113 0.6 0.2 0.3
H -28.225903 14.498591 15.864905 0.1 0.4 0.0
H -29.575941 16.433226 14.978951 -0.1 0.1 -0.1
H -31.059247 16.050620 12.934942 -0.1 0.1 0.2
H -31.254739 13.751880 12.038213 -0.3 0.2 0.0
F -27.242113 19.582920 19.993995 1.2 -1.3 -0.7
C -28.050603 20.428330 20.559825 -1.3 2.7 1.3
C -29.394494 20.132520 20.714842 0.0 -1.0 0.2
C -30.246533 21.043547 21.270724 0.2 1.4 -0.1
C -29.785180 22.337598 21.638587 -2.4 -1.9 -0.4
C -28.465265 22.600210 21.553987 1.6 0.6 -0.5
C -27.574954 21.678645 20.997977 -0.2 -1.7 -0.4
H -29.823111 19.166329 20.493103 0.4 -0.2 -0.4
H -31.285836 20.750651 21.292329 -0.2 0.3 0.3
H -30.557720 23.053422 21.877715 0.3 0.3 0.4
H -28.103388 23.581397 21.823670 0.1 0.1 0.1
H -26.508922 21.797573 20.872156 0.1 0.6 0.2
F -14.419633 19.456852 21.061694 0.4 0.1 1.3
C -14.794842 19.448782 19.802222 -0.7 -1.5 -2.2
C -15.220703 18.237266 19.220230 -0.2 0.7 -1.0
C -15.648130 18.248414 17.864834 0.6 1.6 1.0
C -15.541612 19.460099 17.154353 -0.4 -0.3 0.1
C -15.079724 20.637664 17.746787 -0.4 -0.9 -0.7
C -14.721283 20.615621 19.060386 0.6 0.2 1.5
H -15.213682 17.290406 19.739662 -0.1 0.2 0.4
H -16.110170 17.376883 17.425098 0.3 -0.1 -0.1
H -15.869628 19.551512 16.129434 -0.1 -0.4 -0.1
H -15.025400 21.539988 17.155791 0.1 0.1 0.1
H -14.318774 21.468588 19.586528 -0.1 0.3 -0.1
F -24.720362 15.634907 10.206112 -0.5 -0.2 -0.3
C -23.469709 15.564394 10.632734 2.3 0.8 1.1
C -22.527283 14.690625 10.093340 -1.1 -0.1 -0.5
C -21.259375 14.661749 10.596425 1.3 0.8 0.5
C -20.815214 15.554871 11.586867 -0.6 0.3 0.0
C -21.683059 16.531012 12.087324 -0.9 -1.4 -1.8
C -23.021160 16.488370 11.584066 0.3 0.3 0.7
H -22.746555 14.076407 9.232490 -0.3 -0.1 0.1
H -20.517346 14.053642 10.100441 0.0 -0.3 0.1
H -19.790290 15.532392 11.926621 0.1 -0.1 -0.1
H -21.287228 17.325516 12.702543 -0.4 0.0 0.3
H -23.737200 17.196710 11.973850 -0.1 0.1 -0.1
F -12.232680 1.943678 18.412224 -0.1 -0.1 0.1
C -12.378350 2.214687 17.107686 -0.7 1.1 -1.4
C -11.639032 1.493941 16.174775 -0.1 0.1 1.3
C -11.698129 1.804400 14.833262 -0.4 1.3 1.1
C -12.465075 2.939322 14.468214 0.1 -0.3 -0.6
C -13.304768 3.652337 15.345105 1.5 -1.8 1.3
C -13.238941 3.259937 16.712759 0.3 -0.5 -0.5
H -10.942833 0.778714 16.587281 0.0 -0.4 -0.2
H -11.011617 1.215655 14.242935 -0.3 0.4 -0.8
H -12.336007 3.300567 13.458643 -0.4 -0.1 -0.2
H -13.925385 4.471322 15.012692 0.1 0.0 0.0
H -13.814030 3.748528 17.485376 -0.1 0.1 0.0
F -18.469901 9.970959 19.359670 0.7 -1.2 0.1
C -19.202316 11.036565 19.134468 0.0 2.8 1.0
C -19.170461 12.077474 20.112616 1.1 -2.9 -0.4
C -19.925407 13.167967 19.939202 -1.1 2.2 -0.7
C -20.687800 13.331262 18.797918 -0.4 -1.6 -1.7
C -20.682844 12.304042 17.806729 -0.1 1.6 0.7
C -19.871637 11.195164 17.945238 -0.2 -0.7 0.6
H -18.537132 11.951201 20.978271 0.0 -0.1 0.1
H -19.937019 14.022684 20.599294 0.3 -0.2 0.5
H -21.283897 14.222010 18.665114 -0.1 0.0 -0.1
H -21.280280 12.387132 16.910865 -0.1 0.2 0.0
H -19.820742 10.380547 17.237987 -0.1 0.1 -0.3
F -13.356213 13.109844 13.501199 -1.0 -0.2 -1.2
C -12.572153 13.159536 14.542371 2.2 0.1 2.9
C -12.705803 12.228001 15.601444 -0.6 0.7 -1.2
C -11.936699 12.354772 16.727663 1.3 0.3 -0.1
C -10.909028 13.335777 16.773370 0.3 -0.7 -0.2
C -10.673033 14.179655 15.716439 -2.0 0.0 -1.1
C -11.573778 14.128182 14.608315 -0.1 -0.2 0.2
H -13.430217 11.435378 15.485752 -0.1 -0.1 0.1
H -12.036104 11.581426 17.474959 0.1 0.2 0.3
H -10.101232 13.394534 17.487816 -0.5 -0.4 0.8
H -9.873309 14.899910 15.806351 0.0 0.1 -0.4
H -11.577573 14.791464 13.756001 0.5 0.3 0.0
F -17.147790 6.684938 29.828199 0.0 0.4 0.0
C -17.902778 7.634725 29.235117 -1.0 -0.2 -0.7
C -17.372156 8.866400 28.894776 0.4 0.1 0.7
C -18.168602 9.793587 28.251434 -1.1 -1.5 -0.9
C -19.462086 9.371532 27.847419 0.6 2.4 -0.2
C -20.016612 8.171408 28.188860 0.4 0.2 0.1
C -19.218252 7.306251 28.890870 0.6 -1.1 0.7
H -16.364215 9.130549 29.178819 0.1 -0.2 0.0
H -17.735695 10.724943 27.917408 -0.2 0.1 0.1
H -20.046830 10.085428 27.286313 -0.1 0.1 -0.1
H -21.031172 7.922851 27.914467 0.0 -0.1 0.0
H -19.620371 6.337093 29.146669 0.2 -0.2 0.2
F -17.190302 -1.411512 24.928462 0.0 0.6 -0.5
C -17.489815 -0.370175 24.116392 -0.6 0.3 -1.0
C -17.900299 -0.572270 22.803467 0.7 -2.9 1.1
C -18.230772 0.401081 21.927210 -0.1 0.9 -0.7
C -18.301320 1.707111 22.370415 0.4 0.4 1.1
C -17.935564 1.948586 23.710301 0.0 -0.1 -1.4
C -17.456668 0.929853 24.525421 -0.1 1.1 1.3
H -17.935196 -1.606231 22.493435 0.1 -0.2 -0.2
H -18.366351 0.123404 20.892356 -0.4 0.1 -0.1
H -18.590051 2.517622 21.717641 0.0 0.0 0.0
H -17.955681 2.957438 24.095277 0.0 0.0 0.0
H -17.138963 1.253213 25.505674 0.1 -0.4 0.3
```
Positions in Å, forces in eV/Å.

- Energy relative to the best compared isomer or geometry (same formula, charge and spin): 252.2 kJ/mol
- Energy: -90202.1831 eV
- HOMO: -9.11 eV
- Frontier orbital gap: 9.5 eV

- Which formula does entry 2 have?
  C60H50F10